No. 1
# C2H14NO5

5 unconnected molecules or ions with the total composition C2H14NO5 in a non-equilibrium geometry (wB97M-V/def2-TZVPD, the Open Molecules 2025 dataset).

The geometry in XYZ format:
```
22
Properties=species:S:1:pos:R:3:forces:R:3
C -0.741 1.334 -1.035 -0.9 -1.7 -1.0
O -1.807 0.804 -0.262 0.7 -0.3 0.3
C 0.611 0.687 -0.776 0.1 0.3 0.4
N 0.953 0.763 0.660 0.3 0.3 -0.4
H -0.977 1.006 -2.115 0.4 1.5 1.0
H -0.738 2.394 -0.783 0.2 0.3 -0.7
H 0.587 -0.333 -1.166 -0.1 -0.1 0.2
H 1.374 1.207 -1.397 -0.3 0.0 0.4
H 0.125 0.621 1.231 -0.2 -0.1 -0.3
H 1.535 -0.032 0.899 0.0 0.0 0.1
H -0.747 -3.040 -2.044 -0.4 0.1 0.2
H -0.274 -2.385 -0.703 -0.8 0.0 -0.2
O 0.026 -2.726 -1.582 1.0 -0.1 0.0
H 1.098 2.679 1.134 0.1 -0.1 0.1
H 0.690 4.106 0.739 -0.1 0.0 0.0
O 1.118 3.613 1.443 0.0 0.0 -0.1
H -0.027 -2.036 1.478 0.2 0.2 -0.3
H 1.359 -2.761 1.244 -0.2 0.0 -0.1
O 0.944 -2.061 1.753 0.1 -0.1 0.4
H -2.216 -2.013 0.723 0.2 0.0 0.0
H -1.568 -0.147 -0.005 -0.4 0.0 0.1
O -1.325 -1.682 0.564 0.1 0.1 0.0
```
Positions in Å, forces in eV/Å.

Values from the calculation:
HOMO-LUMO gap: 9.1 eV
Relative energy (zero: lowest compared OMol25 entry of this formula, charge and spin): 14.1 kJ/mol
E_tot: -515.6069 Ha
Net charge: -1
LUMO: 0.1393 Eh
Multiplicity: 1

***

No. 2
# C7H9Cl12F2N4O2

5 unconnected molecules or ions with the total composition C7H9Cl12F2N4O2 in a non-equilibrium geometry (wB97M-V/def2-TZVPD, the Open Molecules 2025 dataset).

The geometry in XYZ format:
```
36
Properties=species:S:1:pos:R:3:forces:R:3
N 0.420 0.704 -0.588 1.3 -3.2 2.0
C 1.069 -0.589 -0.253 -2.1 1.0 -0.8
N 0.420 -1.903 -0.433 1.8 2.0 -1.4
N 2.341 -0.535 0.252 -0.2 -0.8 0.2
N 2.459 -0.080 1.581 1.3 -0.3 1.5
C 3.883 0.276 1.780 4.0 5.6 -1.7
O 4.295 1.347 1.255 -2.3 -5.7 2.5
F 4.846 -0.503 2.465 -3.6 1.1 -1.4
C 1.974 -1.096 2.547 0.2 -5.4 2.6
O 2.522 -2.181 2.822 -2.3 5.5 -1.6
F 0.719 -0.840 3.212 3.3 0.4 -2.4
H -0.040 0.645 -1.521 -0.4 -0.5 0.8
H -0.261 0.957 0.157 0.4 0.2 -0.7
H 0.450 -2.466 0.454 0.5 0.7 -0.4
H 1.005 -2.471 -1.093 -0.7 0.3 0.3
H 3.190 -0.804 -0.281 -0.9 -0.8 0.8
C -2.772 1.554 -2.515 -0.7 0.3 0.0
Cl -1.179 1.181 -3.200 0.0 0.0 -0.4
Cl -2.600 2.362 -0.949 0.0 -0.1 -0.1
Cl -3.709 2.553 -3.631 -0.1 -0.4 0.9
H -3.307 0.618 -2.361 0.2 0.2 0.0
C -2.450 3.635 -7.484 0.1 0.1 -0.2
Cl -1.885 5.299 -7.690 -0.1 -0.2 0.1
Cl -1.898 2.620 -8.824 -0.1 0.1 0.1
Cl -1.896 2.977 -5.935 0.3 0.2 -0.7
H -3.539 3.640 -7.484 0.2 0.0 0.0
C -0.991 1.915 5.210 0.0 0.2 0.3
Cl -1.746 1.455 3.676 0.0 0.0 0.0
Cl -0.358 3.565 5.121 0.0 -0.2 0.0
Cl -2.145 1.763 6.541 0.2 0.0 -0.2
H -0.158 1.239 5.399 -0.2 0.1 -0.1
C 0.226 -5.388 2.460 0.4 -0.6 0.0
Cl 1.990 -5.327 2.580 -0.3 0.0 0.0
Cl -0.412 -3.847 1.855 -0.4 0.0 0.2
Cl -0.281 -6.721 1.416 0.0 0.3 0.2
H -0.180 -5.557 3.456 0.0 0.2 -0.2
```
Positions in Å, forces in eV/Å.

Values from the calculation:
HOMO-LUMO gap: 5.7 eV
E_tot: -6363.1828 Ha
Net charge: +1
LUMO: -0.2604 Eh
Multiplicity: 1

***

No. 3
# C3H4O2

C3H4O2 in the gas phase (wB97M-V/def2-TZVPD, the Open Molecules 2025 dataset).

The geometry in XYZ format:
```
9
Properties=species:S:1:pos:R:3:forces:R:3
O -1.531 0.622 0.410 0.0 0.1 -0.3
C -0.209 0.305 0.698 0.2 0.0 0.2
C 0.722 0.363 -0.474 -0.1 0.6 0.1
O 1.686 -0.595 -0.033 0.0 0.0 0.3
C 0.286 -0.917 -0.006 -0.1 -0.4 -0.2
H -1.628 0.437 -0.537 -0.4 0.1 0.2
H 0.071 0.603 1.705 0.1 -0.2 -0.1
H 0.775 0.988 -1.349 0.0 -0.3 -0.2
H -0.172 -1.806 -0.415 0.2 0.1 -0.1
```
Positions in Å, forces in eV/Å.

Values from the calculation:
HOMO-LUMO gap: 10.2 eV
Structure (SMILES): O[C@@H]1[C@H]2O[C@@H]12
Relative energy (zero: lowest compared OMol25 entry of this formula, charge and spin): 359.1 kJ/mol
E_tot: -267.0560 Ha
LUMO: 0.0337 Eh
Multiplicity: 1

***

No. 4
# C18H24N2O3

C18H24N2O3 in the gas phase in a non-equilibrium geometry (wB97M-V/def2-TZVPD, the Open Molecules 2025 dataset).

The geometry in XYZ format:
```
47
Properties=species:S:1:pos:R:3:forces:R:3
C 0.041 -2.534 0.038 0.0 0.0 0.0
O 1.061 -2.493 1.008 0.0 0.0 0.2
C 2.370 -2.458 0.492 0.2 0.2 -0.2
C 2.768 -1.109 -0.122 0.0 -0.3 0.5
C 4.231 -1.101 -0.566 -0.3 0.1 -0.3
C 4.604 0.274 -1.120 0.1 -0.1 0.3
C 4.300 1.366 -0.093 0.2 0.3 -0.4
N 2.912 1.288 0.309 0.3 -0.1 0.2
C 2.033 2.232 -0.096 -0.2 0.0 0.2
O 2.373 3.259 -0.650 -0.1 0.2 -0.2
C 0.590 1.923 0.194 -0.1 0.2 -0.1
C 0.004 2.379 1.378 0.1 0.0 -0.1
C -1.324 2.133 1.677 -0.4 -0.1 0.1
C -2.042 1.410 0.744 1.1 0.0 -0.7
O -3.335 1.000 0.757 -0.4 0.1 0.3
C -3.492 0.328 -0.412 0.3 -0.3 -0.8
C -4.816 -0.277 -0.722 -0.2 0.1 0.4
C -5.138 -1.363 0.307 0.1 0.0 -0.2
C -5.895 0.808 -0.729 0.1 -0.1 -0.1
N -2.442 0.272 -1.156 -0.4 -0.3 -0.4
C -1.470 0.957 -0.462 -0.1 0.5 1.0
C -0.140 1.220 -0.752 -0.2 0.0 0.1
C 2.552 0.020 0.893 -0.4 -0.4 -0.1
H 0.214 -3.343 -0.681 0.0 0.0 0.0
H -0.058 -1.589 -0.504 0.0 0.0 0.0
H -0.883 -2.726 0.580 -0.1 0.0 -0.1
H 3.015 -2.672 1.350 0.1 0.0 -0.1
H 2.506 -3.254 -0.255 0.0 0.0 0.1
H 2.134 -0.913 -0.994 0.0 0.0 0.0
H 4.868 -1.335 0.291 0.1 -0.1 0.1
H 4.398 -1.868 -1.326 0.1 -0.1 0.0
H 5.663 0.302 -1.380 0.0 0.0 -0.1
H 4.027 0.472 -2.026 0.0 0.0 -0.1
H 4.933 1.238 0.792 0.0 0.0 0.0
H 4.467 2.357 -0.516 0.0 -0.1 0.1
H 0.611 2.938 2.074 0.0 0.1 0.1
H -1.776 2.483 2.590 0.0 0.1 0.1
H -4.734 -0.725 -1.716 0.1 0.1 0.1
H -6.098 -1.818 0.078 -0.1 -0.1 0.0
H -4.374 -2.138 0.295 0.0 -0.1 0.1
H -5.184 -0.933 1.305 0.0 0.0 0.1
H -6.860 0.370 -0.970 -0.1 0.0 0.0
H -5.664 1.570 -1.469 0.0 0.1 0.0
H -5.959 1.279 0.249 -0.1 0.1 0.1
H 0.301 0.894 -1.680 0.1 -0.1 -0.1
H 3.193 -0.156 1.766 0.0 0.0 0.0
H 1.515 0.035 1.228 0.2 0.0 0.0
```
Positions in Å, forces in eV/Å.

Values from the calculation:
HOMO-LUMO gap: 9.6 eV
Structure (SMILES): COC[C@@H]1CCCN(C(=O)c2ccc3oc(C(C)C)nc3c2)C1
Relative energy (zero: lowest compared OMol25 entry of this formula, charge and spin): 123.9 kJ/mol
E_tot: -1035.5550 Ha
LUMO: 0.0292 Eh
Multiplicity: 1

***

No. 5
# C4H8N2O

A molecular structure, C4H8N2O in a non-equilibrium geometry (wB97M-V/def2-TZVPD, the Open Molecules 2025 dataset).

The geometry in XYZ format:
```
15
Properties=species:S:1:pos:R:3:forces:R:3
C 0.896 -1.165 0.295 0.2 0.3 -0.1
C 1.798 0.030 0.706 0.0 -0.4 0.6
C -0.190 -0.474 -0.475 0.2 -1.1 -0.1
C -1.636 1.310 0.689 0.2 0.2 0.1
N -0.772 0.613 0.065 -1.2 0.1 1.0
N 0.285 0.835 -0.865 0.4 0.8 -1.6
O 1.484 1.119 -0.147 0.2 0.2 0.2
H 1.423 -1.845 -0.373 -0.1 0.0 0.1
H 0.525 -1.718 1.154 0.0 0.0 0.0
H 1.602 0.321 1.748 0.1 -0.1 -0.2
H 2.860 -0.192 0.588 -0.1 0.0 0.0
H -1.994 -0.978 -2.285 -0.4 -0.2 -1.2
H -2.284 -1.066 -3.009 0.4 0.2 1.2
H -2.278 0.843 1.416 0.0 -0.2 0.1
H -1.717 2.365 0.492 0.1 0.2 -0.2
```
Positions in Å, forces in eV/Å.

Values from the calculation:
HOMO-LUMO gap (alpha / beta): 8.5 / 8.5 eV
Relative energy (zero: lowest compared OMol25 entry of this formula, charge and spin): 782.9 kJ/mol
E_tot: -341.7054 Ha
LUMO (alpha / beta): 0.0177 / 0.0177 Eh
Multiplicity: 1

***

No. 6
# C11H9IN2O2PtTe4

A molecular structure, C11H9IN2O2PtTe4 in a non-equilibrium geometry (wB97M-V/def2-TZVPD, the Open Molecules 2025 dataset).

The geometry in XYZ format:
```
30
Properties=species:S:1:pos:R:3:forces:R:3
Pt -0.297 -0.472 0.671 -0.3 -0.3 0.4
Te 1.669 1.373 -0.110 0.8 0.6 -0.8
Te 3.357 1.889 -2.304 -0.4 0.2 0.3
Te 2.248 4.416 -2.370 -0.3 -0.4 0.4
Te 0.029 3.422 -0.934 0.5 -0.1 -0.2
N 0.381 -0.027 2.665 0.1 0.0 -0.1
N -0.506 0.960 3.156 -0.1 0.1 0.0
C -1.087 1.860 2.217 -0.1 -0.3 -0.2
O -1.557 2.888 2.634 0.0 0.2 0.1
O -1.092 1.446 0.980 -0.2 0.1 0.2
H 0.281 -0.880 3.205 0.0 0.0 0.0
H 1.351 0.290 2.698 -0.1 -0.1 0.0
H -0.203 1.432 3.997 0.0 0.0 0.0
I -2.014 -1.481 -0.945 -0.1 0.2 -0.2
C -1.170 -3.374 -0.740 0.0 0.0 0.0
C -1.754 -4.463 -1.308 0.0 -0.1 0.0
C -1.108 -5.713 -1.178 -0.1 0.0 0.0
C 0.083 -5.805 -0.521 0.1 0.0 0.0
C 0.697 -4.665 0.058 0.0 0.0 0.0
C 1.949 -4.747 0.712 0.0 -0.1 0.0
C 2.517 -3.629 1.241 0.0 0.2 0.0
C 1.852 -2.382 1.169 0.0 -0.2 0.0
C 0.622 -2.237 0.567 0.1 -0.1 0.2
C 0.046 -3.407 -0.026 0.1 0.0 0.0
H -2.685 -4.385 -1.854 0.0 0.0 0.0
H -1.563 -6.590 -1.616 0.0 0.0 0.0
H 0.587 -6.760 -0.437 0.0 0.0 0.0
H 2.447 -5.707 0.770 0.0 0.0 0.0
H 3.484 -3.687 1.723 0.0 0.0 0.0
H 2.342 -1.517 1.607 0.0 0.0 0.0
```
Positions in Å, forces in eV/Å.

Values from the calculation:
HOMO-LUMO gap: 5.7 eV
Relative energy (zero: lowest compared OMol25 entry of this formula, charge and spin): 25.8 kJ/mol
E_tot: -2173.6684 Ha
LUMO: -0.0458 Eh
Multiplicity: 1